Formula: C5H8S3
Source: the OMol25 dataset
Level of theory: wB97M-V/def2-TZVPD

```
16
C5H8S3 wB97M-V/def2-TZVPD
C 0.48 -0.44 -0.45
C -0.08 2.34 0.07
H -1.65 -0.95 1.12
C 1.54 -1.51 -0.54
S -0.90 -0.48 -1.30
H -0.75 2.18 1.10
C -2.15 -0.55 -0.04
H -1.02 2.67 -0.67
S -3.67 0.18 -0.29
H 1.40 -2.52 -1.06
H 2.62 -1.23 -0.81
C 0.78 -1.32 0.79
H 0.58 3.36 -0.02
H 0.24 -2.28 1.11
H 1.33 -0.67 1.62
S 1.24 1.23 -0.62
```

Values from the calculation:
Total energy: -37815.72908 eV
LUMO energy: -0.020 Eh
Frontier orbital gap: 7.9466 eV
ΔE to the lowest compared entry with this formula, charge and spin: 102.4 kcal/mol
2S+1: 1

Atomic partial charges in e from the Löwdin method, atoms 1 to 5: C -1.168; C -0.475; H 0.128; C -0.220; S 0.854